# 1
A structure of composition C32H44BF2N3ORuSi2, computed with wB97M-V/def2-TZVPD.

Output
**Charge**: -1
**<S²>**: 0.855
**2S+1**: 2
**Electronic energy**: -64869.0868 eV
**Kohn-Sham gap (alpha / beta)**: 5.46 / 6.19 eV
**Relative energy (zero: lowest compared OMol25 entry of this formula, charge and spin)**: 0.00 kcal/mol
**E_LUMO (alpha / beta)**: 2.641 / 2.628 eV

Structure (XYZ):
```
86
Properties=species:S:1:pos:R:3:forces:R:3
Ru -0.46161 0.38385 0.28494 0.916 0.439 0.591
C 0.52318 2.42902 -2.23713 0.209 0.048 0.060
Si -1.27046 1.94065 -2.49464 -0.005 0.077 -0.058
C -2.37824 3.36557 -2.04969 -0.261 0.262 0.088
C -1.48674 1.69117 -4.34597 0.066 -0.096 -0.300
C -1.65065 0.38035 -1.60756 0.200 -0.669 0.650
C -0.75720 -0.70552 -2.08225 -0.559 -0.260 -0.427
C -1.02283 -1.65414 -3.10193 -0.226 0.583 0.419
C -0.09394 -2.61883 -3.37694 0.347 -0.351 -0.085
C 1.10325 -2.65728 -2.65665 -0.024 0.020 -0.068
C 1.29207 -1.70930 -1.67369 0.491 -0.348 -0.049
N 0.39964 -0.77300 -1.40183 -0.352 0.240 -0.130
Si -3.39594 -0.10323 -1.27571 -0.041 0.093 -0.006
C -4.15599 0.91673 0.07664 -0.212 0.271 0.226
C -3.46173 -1.89130 -0.75112 0.010 -0.395 -0.018
C -4.52127 0.10621 -2.77888 -0.150 0.042 -0.250
H 0.68844 3.47495 -2.52129 0.004 -0.089 0.006
H 1.18915 1.79850 -2.83672 -0.035 0.048 0.067
H 0.82346 2.31295 -1.18921 0.041 0.061 0.005
H -2.10275 4.24123 -2.65339 -0.051 -0.113 0.082
H -2.29330 3.62436 -0.99355 -0.016 0.008 -0.076
H -3.42820 3.12844 -2.26151 0.127 0.058 0.015
H -1.14232 2.57143 -4.90289 -0.046 -0.082 0.028
H -2.53953 1.51901 -4.59435 0.081 0.017 -0.002
H -0.91262 0.82449 -4.69910 -0.070 0.125 0.018
H -1.96020 -1.59920 -3.64164 0.022 0.007 0.025
H -0.28804 -3.35531 -4.14974 0.033 0.026 0.010
H 1.86430 -3.40018 -2.85334 -0.032 -0.006 -0.005
H 2.19604 -1.69147 -1.07216 -0.028 -0.021 0.008
H -3.61681 0.74135 1.01124 -0.054 -0.014 -0.039
H -5.20982 0.64075 0.22094 0.124 0.046 -0.023
H -4.10688 1.99011 -0.14314 -0.005 -0.136 0.053
H -2.73989 -2.03389 0.05961 -0.050 -0.022 -0.067
H -3.21405 -2.59040 -1.55942 -0.050 0.084 0.103
H -4.46116 -2.14304 -0.37578 0.101 0.021 -0.045
H -4.55575 1.16555 -3.06801 -0.042 -0.161 -0.008
H -5.54801 -0.21393 -2.55866 0.120 0.037 -0.037
H -4.16716 -0.46206 -3.64936 -0.062 0.072 0.101
C 3.51100 -0.15084 3.92455 -0.016 0.002 -0.069
N 2.55966 -0.15120 2.83400 -0.154 -0.044 0.107
C 2.16357 -1.45762 2.33554 0.143 0.016 0.082
C 2.21827 0.96880 2.13672 0.154 -0.162 0.075
O 1.82750 0.90823 0.96533 -0.173 -0.202 -0.014
N 2.41609 2.17415 2.77083 -0.185 0.157 0.016
C 2.27380 3.35549 1.92801 -0.010 -0.026 0.093
C 1.94552 2.36759 4.14508 0.112 -0.004 -0.089
H 4.24195 -0.94386 3.74869 0.024 -0.006 0.005
H 3.04051 -0.33559 4.89129 -0.064 -0.057 0.077
H 4.03524 0.80005 3.96740 0.012 0.020 -0.011
H 1.73398 -2.04752 3.14752 0.007 0.021 0.023
H 3.02949 -1.99242 1.92825 0.007 0.018 -0.011
H 1.41028 -1.34649 1.56623 -0.104 0.024 -0.061
H 2.70692 3.16930 0.94995 0.021 -0.031 -0.004
H 2.80230 4.18330 2.40359 0.002 0.002 0.018
H 1.22568 3.63830 1.79302 -0.009 -0.029 0.018
H 1.62416 1.42568 4.58160 0.015 0.020 -0.033
H 1.07704 3.02619 4.13896 -0.013 0.011 -0.007
H 2.72834 2.80595 4.77210 -0.007 -0.021 -0.037
F -0.72246 2.06679 2.80352 0.027 0.166 -0.158
B -1.02730 1.96381 1.46797 -0.283 -0.802 -0.225
F -1.58639 3.14024 1.04886 0.086 0.005 0.149
C -1.14382 -0.70422 1.76565 -0.484 1.362 -0.464
C -1.73599 -0.96850 2.84451 0.659 -0.368 -0.502
C -2.35627 -1.34151 3.99883 -0.378 -0.051 0.380
C -1.62901 -1.37906 5.27857 -0.240 -0.040 -0.248
C -0.35730 -0.79505 5.40452 0.126 0.091 0.054
C 0.34142 -0.84235 6.60239 -0.048 -0.017 -0.163
C -0.19289 -1.46965 7.72359 0.017 0.034 -0.027
C -1.43408 -2.07796 7.60922 -0.111 -0.021 -0.167
C -2.13334 -2.04410 6.40873 0.079 -0.091 0.145
C -3.80817 -1.66298 3.90745 0.284 0.077 0.142
C -4.30988 -2.27431 2.75454 -0.074 -0.105 -0.100
C -5.66390 -2.53331 2.60465 0.038 0.024 0.014
C -6.56624 -2.18729 3.60589 0.052 0.008 -0.036
C -6.08841 -1.56230 4.74995 0.151 0.003 -0.001
C -4.73032 -1.29985 4.89649 -0.144 0.031 -0.037
H 0.06041 -0.29637 4.53365 -0.033 -0.027 0.060
H 1.32347 -0.38928 6.66836 0.029 0.085 -0.015
H 0.34981 -1.48764 8.66156 0.000 -0.012 -0.041
H -1.86254 -2.59672 8.45880 -0.013 -0.017 -0.001
H -3.07347 -2.57427 6.33470 -0.013 0.053 0.029
H -3.61308 -2.52964 1.96376 -0.083 0.004 0.102
H -6.01851 -3.00363 1.69341 0.016 0.006 0.033
H -7.62611 -2.38274 3.48640 0.047 -0.006 0.008
H -6.77728 -1.26224 5.53133 0.007 0.020 -0.007
H -4.38594 -0.75951 5.76897 0.004 -0.050 0.036
```
Forces are in eV/Å.

***

# 2
A structure of composition C4H5NO2, computed with wB97M-V/def2-TZVPD.

Output
**Charge**: 0
**Electronic energy**: -9807.7278 eV
**Kohn-Sham gap (alpha / beta)**: 9.08 / 8.31 eV
**Relative energy (zero: lowest compared OMol25 entry of this formula, charge and spin)**: 151.90 kcal/mol
**E_LUMO (alpha / beta)**: -0.372 / -0.830 eV

Structure (XYZ):
```
12
Properties=species:S:1:pos:R:3:forces:R:3
C -0.55295 -0.48496 -1.32760 5.279 -1.684 0.419
C 1.77050 -1.08465 -0.48301 -0.394 0.335 0.855
C -0.37259 -0.09085 0.03650 0.216 1.584 1.611
C 1.10250 -0.05511 0.36515 1.100 -0.047 1.156
N 1.22863 -1.16354 -1.72715 -6.441 1.258 -3.925
O 1.45142 -1.74706 -2.83309 0.472 0.882 2.911
O 2.66131 -1.76666 -0.15335 3.077 -2.007 1.077
H -1.24079 -0.26706 -2.05202 -1.286 0.349 -1.923
H -0.83963 0.86349 0.39905 -0.053 -0.895 -0.569
H -0.59501 -0.87790 0.70569 -1.628 -1.035 0.823
H 1.42869 -0.10310 1.48066 -0.875 -0.352 -2.036
H 1.53724 0.82835 -0.00480 0.533 1.612 -0.400
```
Forces are in eV/Å.

***

# 3
A structure of composition C4H6CuLiO7, computed with wB97M-V/def2-TZVPD.

Output
**Charge**: -1
**<S²>**: 0.753
**2S+1**: 2
**Electronic energy**: -63423.6645 eV
**Kohn-Sham gap (alpha / beta)**: 2.01 / 4.61 eV
**Relative energy (zero: lowest compared OMol25 entry of this formula, charge and spin)**: 0.00 kcal/mol
**E_LUMO (alpha / beta)**: 0.971 / 0.966 eV

Structure (XYZ):
```
19
Properties=species:S:1:pos:R:3:forces:R:3
O -1.94475 -2.56158 3.24930 -0.644 -0.793 0.278
C -1.37732 -2.34971 2.14821 0.972 1.091 0.383
O -0.68725 -3.21487 1.55519 -0.109 -0.990 -0.284
O -1.41380 -1.08529 1.69542 -0.509 -0.503 0.489
O 0.03055 1.14899 -0.74083 -1.116 -0.370 2.555
C -0.79455 0.74345 0.32266 -0.032 -0.086 -0.332
C -0.58473 -0.73707 0.59267 0.240 -0.019 -0.469
Li -1.35292 -4.40865 2.97893 0.071 1.100 -0.384
H -1.84206 0.92283 0.03769 0.105 -0.013 0.353
H -0.54292 1.32255 1.22632 -0.364 -0.149 -0.018
H 0.46905 -0.93597 0.83511 -0.243 -0.013 -0.082
H -0.86372 -1.32623 -0.29219 0.145 0.132 0.202
C 1.87709 1.61225 -1.95292 1.560 4.001 0.263
O 1.09630 2.51913 -2.39032 2.265 -2.041 -1.168
O 2.67686 0.95234 -2.83288 -0.148 -0.465 0.097
H 2.57959 1.36633 -3.69788 -0.432 0.031 0.086
Cu -0.61401 3.02454 -1.71655 -1.086 0.481 0.324
O 2.24551 1.54152 -0.72746 0.725 -0.797 -0.893
H 1.04308 1.46544 -0.29048 -1.400 -0.597 -1.400
```
Forces are in eV/Å.

***

# 4
A cluster of 2 separate species, C3H3ClF2 in total, computed with wB97M-V/def2-TZVPD.

Output
**Charge**: 0
**Electronic energy**: -21111.5059 eV
**Kohn-Sham gap (alpha / beta)**: 9.14 / 8.30 eV
**Relative energy (zero: lowest compared OMol25 entry of this formula, charge and spin)**: 116.46 kcal/mol
**E_LUMO (alpha / beta)**: -0.215 / -0.834 eV

Structure (XYZ):
```
9
Properties=species:S:1:pos:R:3:forces:R:3
C -1.66905 -0.21210 1.91153 -0.144 2.131 0.781
C -1.15488 0.88515 1.34437 -1.065 -1.443 0.524
C 1.47872 0.05365 -1.70143 0.781 0.777 -2.526
F 1.13852 -1.15055 -2.13456 -0.171 -0.664 0.507
F 2.66972 -0.00354 -1.06978 -0.901 0.262 -0.515
Cl -0.19875 1.02644 -0.04259 -0.026 0.334 0.365
H -1.29319 -1.14682 1.57734 0.049 -0.942 -0.227
H -2.38060 -0.17579 2.78732 0.987 0.074 -1.186
H 1.40951 0.72355 -2.67221 0.491 -0.529 2.276
```
Forces are in eV/Å.

***

# 5
A structure of composition C3HBr2N, computed with wB97M-V/def2-TZVPD.

Output
**Charge**: 0
**Electronic energy**: -144698.6073 eV
**Kohn-Sham gap**: 8.36 eV
**Relative energy (zero: lowest compared OMol25 entry of this formula, charge and spin)**: 0.00 kcal/mol
**E_LUMO**: -0.539 eV

Structure (XYZ):
```
7
Properties=species:S:1:pos:R:3:forces:R:3
C 0.42074 -0.46278 -0.49031 0.812 0.121 0.269
C 0.74380 0.34336 0.52570 -0.374 -0.775 -0.986
C -0.99804 -0.01431 -0.17018 0.848 0.610 0.861
N -0.69377 0.76073 0.80568 -1.005 0.188 0.072
Br 2.24509 0.89739 1.42010 -0.099 0.012 -0.001
Br -2.62955 -0.41707 -0.90322 -0.285 -0.004 -0.049
H 0.91173 -1.10732 -1.18777 0.104 -0.152 -0.166
```
Forces are in eV/Å.

***

# 6
An isolated molecule of C7H10N2O, computed with wB97M-V/def2-TZVPD.

Output
**Charge**: 0
**Electronic energy**: -12447.1090 eV
**Kohn-Sham gap**: 9.28 eV
**Structure (SMILES)**: CC1(C)Cn2ccnc2O1
**Relative energy (zero: lowest compared OMol25 entry of this formula, charge and spin)**: 53.94 kcal/mol
**E_LUMO**: 0.655 eV

Structure (XYZ):
```
20
Properties=species:S:1:pos:R:3:forces:R:3
C -3.26378 0.11593 -0.04280 -0.151 -0.228 0.287
C -2.43349 1.15971 -0.03814 2.602 -0.764 -0.350
C -1.34807 -0.73111 0.06015 1.762 -1.643 -1.032
C 0.21878 0.90661 -0.25520 -0.409 0.629 -0.085
C 0.96780 -0.41567 0.02895 -0.697 -0.331 -1.058
C 1.91284 -0.72069 -1.14253 0.990 -0.531 1.241
C 1.62338 -0.40955 1.40584 1.602 2.352 -0.370
N -2.60888 -1.08853 0.03253 1.192 -0.609 -0.033
N -1.15991 0.59837 -0.01780 0.118 -1.840 0.117
O -0.03168 -1.48086 -0.09176 -3.908 2.479 1.189
H -4.29983 0.23861 -0.10416 -1.400 -0.411 0.145
H -2.43259 2.17846 0.05526 -0.910 2.311 -0.094
H 0.40911 1.79780 0.28312 1.088 0.491 1.485
H 0.45427 1.26649 -1.23094 -0.431 -0.227 -1.421
H 2.47057 -1.72004 -0.88503 -0.855 2.043 -0.882
H 2.54364 0.16952 -1.11260 0.921 -0.395 -0.227
H 1.44836 -0.69111 -2.14491 -0.121 -0.495 0.736
H 1.33829 -1.26787 1.92835 -0.660 -1.121 1.098
H 1.46110 0.57557 1.98615 -0.079 -1.775 -0.789
H 2.73007 -0.48165 1.28552 -0.655 0.066 0.045
```
Forces are in eV/Å.

***

Number 1: largest force on an atom 1.52 eV Å⁻¹. Number 2: largest force on an atom 7.65 eV Å⁻¹. Number 3: largest force on an atom 4.30 eV Å⁻¹. Number 4: largest force on an atom 2.76 eV Å⁻¹. Number 5: largest force on an atom 1.35 eV Å⁻¹. Number 6: largest force on an atom 4.78 eV Å⁻¹.